No. 1
88
Properties=species:S:1:pos:R:3:forces:R:3 method="wB97M-V/def2-TZVPD" homo_energy_ev=-8.7 homo_lumo_gap_ev=9.18 e_tot_ev=-45577.6578 molar_mass_da=507.71 smiles="CCCCCC[C@]1(C[C@@H]2CO2)C(=O)OC[C@@H]1N.COCCNCCOC.COCCNCCOC" lumo_energy_ev=0.49
C -2.230 6.698 6.045 -1.2 0.2 -0.6
C -3.187 5.446 5.624 1.1 -0.3 0.9
C -2.354 4.064 5.522 -0.9 -0.4 -0.1
C -1.737 3.786 4.061 0.5 0.1 0.6
C -0.725 4.959 3.565 0.3 -1.3 1.0
C -0.014 4.541 2.189 0.2 1.0 0.3
C -0.238 5.550 0.964 1.4 1.0 0.6
C 0.801 4.994 -0.146 -2.3 -1.2 -2.7
C -0.093 4.062 -1.285 2.1 0.2 -1.5
C 0.860 3.292 -2.443 -3.7 2.8 4.4
O -0.060 4.565 -2.711 1.4 -3.5 3.2
C 0.299 7.075 1.141 0.9 0.8 2.7
O 0.907 7.579 2.120 -2.3 -1.9 -4.7
O -0.107 7.789 -0.059 -0.2 -1.8 2.1
C -1.460 7.303 -0.335 -1.4 0.3 -0.9
C -1.730 5.931 0.502 -0.8 0.7 -1.0
N -2.727 6.351 1.537 0.1 -0.8 0.7
H -1.129 6.401 5.988 -1.6 0.7 0.1
H -2.501 7.103 7.090 0.6 -0.8 -1.6
H -2.498 7.550 5.310 0.9 -1.2 1.2
H -3.666 5.622 4.600 0.4 -0.1 1.6
H -3.966 5.321 6.466 1.0 0.2 -1.6
H -3.115 3.226 5.769 1.3 1.1 -0.5
H -1.545 3.967 6.345 -1.2 0.4 -1.4
H -1.131 2.802 4.151 -0.9 1.5 -0.3
H -2.572 3.583 3.291 1.1 0.5 1.1
H 0.107 4.983 4.371 -1.3 0.1 -1.2
H -1.200 5.993 3.573 0.5 -1.5 -0.4
H -0.283 3.475 1.836 0.1 1.6 0.6
H 1.126 4.512 2.379 -1.8 0.1 -0.4
H 1.602 4.298 0.266 -1.3 1.0 -0.2
H 1.312 5.806 -0.763 -0.8 -1.0 0.8
H -1.060 3.477 -0.884 2.2 1.6 -1.2
H 0.290 2.312 -2.382 1.4 1.1 -1.2
H 1.875 3.537 -1.998 -1.1 -0.6 -1.6
H -2.115 8.215 -0.050 0.7 -1.8 0.1
H -1.760 7.162 -1.443 1.5 0.1 1.5
H -2.293 5.100 -0.051 1.6 1.2 0.0
H -3.281 5.540 1.879 0.7 0.8 -0.3
H -3.407 7.028 1.168 0.7 -0.5 0.0
C 2.741 0.332 -1.144 -0.2 0.1 0.0
O 1.347 0.136 -1.324 0.4 -0.1 -0.1
C 1.043 -0.996 -2.142 -0.6 -0.1 0.1
C 0.353 -2.079 -1.313 0.6 0.2 0.1
N 1.286 -2.700 -0.372 -0.2 0.1 -0.1
C 0.636 -3.570 0.611 0.1 0.2 0.1
C -0.319 -2.904 1.614 0.2 -0.4 0.2
O 0.326 -2.021 2.527 -0.3 0.1 -0.4
C 0.474 -0.690 2.056 0.2 -0.1 0.4
H 2.887 1.275 -0.611 -0.1 -0.1 0.0
H 3.174 -0.472 -0.544 0.2 0.0 -0.1
H 3.253 0.397 -2.109 0.1 -0.1 0.1
H 1.932 -1.387 -2.651 0.0 0.0 0.2
H 0.349 -0.651 -2.913 0.0 0.0 0.0
H -0.046 -2.847 -1.984 0.0 0.0 0.0
H -0.485 -1.611 -0.785 -0.2 0.1 -0.2
H 1.784 -1.969 0.127 -0.1 -0.1 -0.1
H 1.438 -4.050 1.180 -0.1 0.0 0.0
H 0.105 -4.368 0.083 0.1 0.1 0.1
H -0.746 -3.703 2.229 0.1 0.0 0.0
H -1.170 -2.414 1.128 0.1 0.2 -0.1
H -0.339 -0.388 1.392 0.1 -0.1 -0.1
H 1.439 -0.572 1.558 -0.1 0.2 -0.2
H 0.476 -0.025 2.923 0.0 -0.1 0.0
C 0.888 -5.903 -5.971 -0.3 -0.1 0.1
O 0.243 -7.075 -5.497 0.4 0.1 -0.1
C 1.118 -8.202 -5.417 -0.3 -0.3 0.3
C 1.331 -8.605 -3.958 0.1 0.5 -0.2
N 2.143 -7.614 -3.249 -0.2 -0.2 0.0
C 2.182 -7.817 -1.800 -0.1 0.4 -0.1
C 0.862 -7.648 -1.031 0.4 0.0 0.3
O 0.362 -6.314 -1.032 -0.2 -0.5 -0.3
C -0.452 -5.992 -2.150 0.1 0.3 0.2
H 0.128 -5.131 -6.111 0.0 -0.1 0.0
H 1.619 -5.538 -5.244 0.2 0.1 -0.1
H 1.376 -6.087 -6.933 0.1 0.1 0.1
H 2.072 -8.021 -5.926 -0.1 0.1 0.2
H 0.620 -9.025 -5.937 0.0 0.0 0.0
H 1.835 -9.576 -3.922 0.0 0.0 0.0
H 0.344 -8.711 -3.494 -0.1 -0.2 -0.1
H 1.768 -6.690 -3.433 0.1 -0.1 0.0
H 2.896 -7.088 -1.403 -0.1 -0.1 0.1
H 2.596 -8.809 -1.589 -0.1 0.0 0.0
H 1.069 -7.884 0.018 0.0 0.1 0.0
H 0.091 -8.357 -1.350 0.0 0.1 -0.2
H -1.015 -6.852 -2.521 0.1 0.0 0.0
H 0.157 -5.560 -2.948 -0.1 -0.1 -0.2
H -1.164 -5.224 -1.838 0.0 -0.1 0.1



No. 2
93
Properties=species:S:1:pos:R:3:forces:R:3 method="wB97M-V/def2-TZVPD" homo_energy_ev="-13.1 / -14.5" homo_lumo_gap_ev="6.05 / 7.36" e_tot_ev=-122796.1304 molar_mass_da=882.10 s2=0.76 lumo_energy_ev="-7.09 / -7.12" total_charge=+2 multiplicity=2
Ta 0.372 -0.477 0.979 -1.6 -0.2 -0.9
C -0.596 2.819 0.070 -0.1 -0.1 0.0
C -0.377 2.454 -1.388 0.1 -0.1 0.0
S 0.556 0.909 -1.669 0.1 -0.1 0.3
C -0.426 0.166 -2.981 0.1 0.0 0.1
C -1.857 -0.168 -2.600 0.0 -0.1 0.0
S -1.975 -1.023 -1.004 0.2 -0.2 0.4
C -3.311 -0.101 -0.212 0.0 -0.1 -0.1
C -2.985 1.323 0.200 0.1 0.0 0.1
S -1.416 1.562 1.098 0.3 -0.1 0.0
H 0.350 2.982 0.577 0.0 0.1 0.0
H -1.188 3.731 0.145 0.0 0.0 0.0
H -1.317 2.366 -1.927 0.0 0.1 0.0
H 0.193 3.260 -1.852 0.0 0.0 0.0
H -0.406 0.835 -3.841 0.0 -0.1 -0.1
H 0.127 -0.734 -3.253 0.0 0.0 0.0
H -2.490 0.716 -2.554 0.0 0.0 0.0
H -2.281 -0.839 -3.346 -0.1 0.0 0.0
H -4.162 -0.096 -0.895 0.0 0.0 0.0
H -3.587 -0.704 0.647 -0.1 0.0 0.0
H -2.945 1.996 -0.655 0.0 0.0 0.0
H -3.769 1.683 0.866 0.0 0.0 0.0
C 5.397 2.994 -0.309 0.0 -0.1 0.1
C 4.406 2.311 -1.237 0.0 0.1 -0.1
C 3.474 3.340 -1.864 -0.1 0.0 0.1
C 5.131 1.514 -2.309 0.0 0.0 0.0
O 3.571 1.355 -0.525 0.1 0.1 0.1
Si 3.113 0.991 0.966 0.3 -0.3 -0.2
O 1.443 1.032 1.039 0.5 0.8 0.4
O 3.787 1.867 2.105 -0.1 0.1 0.0
C 3.503 2.608 3.324 0.0 0.0 0.1
C 2.004 2.712 3.564 0.0 -0.1 -0.1
C 4.179 1.855 4.457 0.0 -0.1 0.0
C 4.111 3.989 3.145 0.1 0.0 -0.1
O 3.178 -0.663 1.125 0.0 0.0 0.1
C 4.385 -1.505 1.168 0.1 -0.1 -0.2
C 5.568 -0.677 1.649 -0.1 0.2 0.0
C 4.110 -2.643 2.133 -0.1 0.1 0.0
C 4.649 -2.026 -0.239 0.0 0.1 0.0
H 6.028 3.664 -0.894 0.0 0.0 0.0
H 6.043 2.265 0.186 0.0 0.0 0.0
H 4.887 3.578 0.456 0.0 0.0 0.0
H 4.052 4.087 -2.409 0.0 0.0 0.0
H 2.901 3.854 -1.084 0.0 0.0 -0.1
H 2.786 2.856 -2.559 0.0 0.0 0.0
H 5.735 2.180 -2.927 0.0 0.0 0.0
H 4.414 0.998 -2.950 0.0 0.0 0.0
H 5.793 0.774 -1.852 0.0 0.0 0.0
H 1.552 1.725 3.688 0.0 0.0 0.0
H 1.515 3.227 2.731 0.0 0.0 0.1
H 1.827 3.289 4.472 0.0 0.0 0.0
H 3.769 0.845 4.539 0.0 0.0 0.0
H 4.016 2.374 5.403 0.0 0.0 0.0
H 5.254 1.788 4.281 0.0 0.0 0.0
H 3.627 4.517 2.320 0.0 0.0 0.0
H 5.178 3.909 2.933 0.0 0.0 0.0
H 3.982 4.576 4.055 0.0 0.0 0.0
H 5.351 -0.195 2.605 0.0 -0.1 -0.1
H 5.833 0.096 0.919 0.0 -0.1 0.1
H 6.432 -1.328 1.780 0.0 0.0 0.0
H 3.965 -2.266 3.147 0.0 0.0 0.0
H 4.959 -3.328 2.140 0.0 0.0 0.0
H 3.219 -3.200 1.833 0.0 0.0 0.0
H 4.545 -1.216 -0.965 0.0 0.0 0.0
H 3.958 -2.827 -0.499 0.0 0.0 0.0
H 5.661 -2.426 -0.308 0.0 0.0 0.0
C -2.135 -4.254 5.811 0.0 0.1 0.0
C -1.202 -3.799 4.717 0.0 -0.1 0.1
C 0.175 -4.417 4.795 0.0 0.1 0.0
O -1.088 -2.323 4.875 0.0 -0.1 0.0
P -0.736 -1.293 3.767 -0.1 0.2 0.1
S 1.212 -1.148 3.261 -0.3 0.0 -0.2
S -1.684 -1.704 2.027 0.4 0.1 0.2
O -1.104 0.112 4.335 0.0 -0.1 0.2
C -2.235 0.537 5.195 -0.2 0.0 0.0
C -2.079 0.013 6.604 0.1 -0.1 0.0
C -3.555 0.171 4.550 0.1 0.0 0.0
H -2.294 -5.329 5.723 0.0 0.0 0.0
H -3.102 -3.757 5.736 0.0 0.0 0.0
H -1.701 -4.046 6.791 0.0 0.0 0.0
H -1.649 -3.977 3.738 0.0 0.1 -0.1
H 0.614 -4.248 5.779 0.0 0.0 0.0
H 0.842 -4.008 4.036 0.0 0.0 0.0
H 0.090 -5.492 4.632 0.0 0.0 0.0
H -2.101 1.615 5.194 0.0 0.1 0.0
H -2.319 -1.047 6.671 0.0 0.0 0.0
H -2.761 0.564 7.253 0.0 0.0 0.0
H -1.063 0.173 6.966 0.0 0.0 0.0
H -3.643 -0.911 4.427 0.0 0.0 0.0
H -3.663 0.649 3.574 0.0 0.0 0.0
H -4.371 0.504 5.191 0.0 0.0 0.0
S 1.266 -3.396 -0.937 -0.1 -0.3 0.0
C 0.822 -2.311 0.015 0.4 0.1 -0.3